Density functional theory data (ωB97M-V/def2-TZVPD) for C11H25Cl2EuN2OP2 as an isolated structure.

Geometry as XYZ:
```
44
Properties=species:S:1:pos:R:3:forces:R:3
C 1.197457 -0.009553 -5.995071 0.53 0.11 -0.09
C 0.858099 0.205539 -4.550258 0.73 0.03 0.56
H 2.284264 -0.004754 -6.161681 -0.37 -0.01 0.24
H 0.733110 0.777936 -6.613310 0.07 -0.34 0.32
H 0.790564 -0.981170 -6.325946 0.02 0.38 0.20
O 1.617546 0.256321 -3.582966 -1.72 -0.25 -0.73
Cl -0.891759 0.376692 -4.319216 0.53 -0.04 0.39
Eu 0.394328 0.029833 -0.856331 -2.36 -0.15 0.87
P -0.264118 3.010806 -0.342097 -0.04 1.73 -0.55
C 0.765883 4.300206 0.489375 0.37 -0.78 0.23
C -0.106347 3.650821 -2.054258 0.17 -0.50 -0.01
H -0.305945 4.730428 -2.035426 0.07 -0.33 -0.15
H -1.921493 4.799838 -0.260084 0.14 -0.31 0.06
H -0.829036 3.133959 -2.696606 0.20 0.22 -0.08
H -2.665043 3.179395 -0.525514 -0.06 0.21 0.23
H 1.813953 4.155185 0.188477 -0.24 0.21 0.27
H 0.919601 3.460442 -2.392041 -0.22 0.18 -0.24
C -1.907989 3.742234 0.030423 -0.10 -1.03 0.34
H 0.433840 5.315777 0.213955 0.03 -0.55 0.06
H -2.080587 3.636456 1.108693 -0.25 0.13 -0.28
H 0.665543 4.146704 1.572135 0.24 0.28 -0.21
P 0.036087 -2.974264 0.139787 0.05 -2.10 -0.65
C 1.187832 -4.097537 1.059079 0.25 0.69 0.20
C -1.538600 -3.845920 0.546717 -0.16 0.91 0.32
H -0.452379 -3.384160 -2.193638 0.14 -0.22 -0.19
H 0.071769 -4.880709 -1.336950 0.12 0.41 -0.21
H 1.297903 -3.650193 -1.816942 -0.24 -0.17 -0.22
C 0.264328 -3.807307 -1.485598 0.17 0.57 -0.04
H -2.329983 -3.421979 -0.077220 -0.07 -0.12 0.23
H -1.432601 -4.922823 0.343055 0.13 0.47 0.08
H 0.939741 -5.161585 0.872904 -0.03 0.70 0.04
H 1.105181 -3.873855 2.129550 0.28 -0.25 -0.14
H -1.765735 -3.685554 1.607365 -0.23 -0.13 -0.25
H 2.211091 -3.898980 0.708657 -0.20 -0.14 0.33
Cl -2.145813 -0.341464 -1.037501 1.70 0.21 0.02
N -0.517100 -0.866923 3.127976 0.04 -0.05 -0.12
C -0.936100 -0.483581 4.356561 0.24 0.96 -0.85
C -1.002941 0.904742 4.317305 0.11 -0.53 -0.44
C -0.610370 1.262684 3.018842 0.24 -1.03 -0.39
N -0.308310 0.170087 2.283697 0.06 0.38 -0.02
H -0.340353 -1.810263 2.807020 -0.10 0.33 0.19
H -1.143504 -1.193486 5.131597 -0.04 -0.12 0.14
H -1.295918 1.572439 5.094547 -0.11 0.14 0.35
H -0.512697 2.240038 2.566534 -0.07 -0.09 0.18
```
Forces are in eV/Å.

Computed properties:
Frontier orbital gap (alpha / beta) = 4.540 / 8.181 eV
Charge = +2
Lowest unoccupied orbital energy (alpha / beta) = -10.52 / -6.89 eV
2S+1 = 7

=====

Density functional theory data (ωB97M-V/def2-TZVPD) for a 2-piece molecular cluster, C4H9ClN2S overall.

Geometry as XYZ:
```
17
Properties=species:S:1:pos:R:3:forces:R:3
C -0.069568 0.790187 1.943703 -0.82 0.43 -1.69
C -0.882623 1.569574 -0.855037 -0.34 1.59 0.82
C 1.688124 -0.915393 -0.389853 -1.43 -1.24 0.97
C -0.780612 -1.281714 -0.444517 -0.53 -2.04 1.73
N 0.167188 0.862113 -0.209783 1.47 0.17 1.93
N 0.302319 -0.370056 -0.654637 1.41 -0.97 -0.48
S -1.435233 1.119258 2.698982 0.13 -0.04 -0.24
Cl 1.441129 0.655451 2.753961 0.21 -0.11 -0.20
H -0.427423 2.179870 -1.633646 0.15 -0.50 -0.58
H -1.658414 0.932732 -1.195135 -0.88 -0.28 -0.61
H -1.306576 2.382131 -0.257067 -0.03 -0.53 0.59
H 2.109144 -0.196084 0.263169 0.88 0.80 0.11
H 1.728445 -1.869491 0.229358 -0.71 0.92 -0.78
H 2.265290 -1.118507 -1.279321 -0.06 0.32 -0.39
H -0.578970 -2.304452 -0.858956 0.08 1.09 0.04
H -0.775746 -1.461154 0.723154 -0.62 0.39 -1.81
H -1.786474 -0.974464 -0.834375 1.09 -0.01 0.61
```
Forces are in eV/Å.

Computed properties:
Frontier orbital gap (alpha / beta) = 7.420 / 7.419 eV
Lowest unoccupied orbital energy (alpha / beta) = -0.09 / -0.09 eV

=====

Density functional theory data (ωB97M-V/def2-TZVPD) for an isolated ion of composition C11H21N2O and charge +1.

Geometry as XYZ:
```
35
Properties=species:S:1:pos:R:3:forces:R:3
C 1.334462 -1.570078 -2.594149 0.70 0.13 3.16
C 1.309326 -2.392629 -1.248227 0.89 1.83 0.99
C 1.297245 -0.058231 -2.436877 1.65 -0.07 0.52
C 0.263435 -1.918570 -0.211643 0.40 0.44 -1.00
C 0.226374 0.360629 -1.472694 -1.55 1.98 -1.82
C 0.311351 -0.321523 -0.083454 -5.61 -0.64 -0.14
C -1.372404 2.631703 1.863817 -0.41 -0.17 2.40
C -0.474215 -0.194505 2.360856 -1.76 -2.12 -0.19
C -2.152756 -0.089885 0.567286 -0.39 -1.11 0.08
C -0.501821 1.849737 0.921079 0.07 -0.09 -0.19
C -0.726640 0.372635 0.979261 -0.61 -2.56 -0.81
N 2.610783 -0.034391 0.224768 1.10 -0.07 1.02
N 1.528459 -0.094346 0.358883 4.70 0.45 -0.17
O 0.909134 1.951394 1.137342 0.13 1.93 -0.19
H 2.243538 -1.965759 -2.929523 1.29 0.01 -1.60
H 0.538283 -1.859966 -3.196770 -1.39 -0.69 -1.18
H 1.050349 -3.376245 -1.537884 -0.01 -1.22 0.03
H 2.334390 -2.400749 -0.767045 -0.94 -0.13 -0.72
H 2.241986 0.391225 -1.972544 -0.65 -0.78 -1.17
H 1.161556 0.380653 -3.439020 0.04 0.21 0.61
H -0.629050 -2.186204 -0.758554 -0.91 0.32 0.63
H 0.342726 -2.426263 0.768694 -0.13 0.37 -0.62
H 0.333274 1.540078 -1.455903 -0.59 -2.53 0.40
H -0.787922 0.080808 -1.953667 1.35 0.51 1.20
H -0.833069 3.074226 2.740557 0.08 -0.22 -1.03
H -1.905738 3.428758 1.367166 -0.25 0.08 -0.04
H -2.080563 1.960991 2.433765 0.37 0.75 -1.00
H -1.313658 -0.011421 3.067696 0.98 0.73 -0.23
H 0.512271 -0.095867 2.732325 0.79 0.67 0.74
H -0.638647 -1.282314 2.261164 0.33 0.15 0.00
H -2.820261 0.322376 1.336516 -0.13 -0.04 -0.55
H -2.476567 0.218983 -0.449022 0.20 0.08 0.72
H -2.326469 -1.243400 0.621623 0.71 2.03 -0.02
H -0.728152 2.111729 -0.097955 -0.14 0.66 -0.28
H 1.218993 2.846420 0.862135 -0.31 -0.88 0.45
```
Forces are in eV/Å.

Computed properties:
Frontier orbital gap = 10.067 eV
SMILES string = C[C@@H](O)C(C)(C)C1([N+]#N)CCCCC1
Charge = +1
Lowest unoccupied orbital energy = -4.50 eV

=====

Density functional theory data (ωB97M-V/def2-TZVPD) for C15H14N4S in the gas phase.

Geometry as XYZ:
```
34
Properties=species:S:1:pos:R:3:forces:R:3
N 1.633462 2.692315 0.812961 -1.78 -0.55 -0.79
N 2.881784 1.221677 -1.946078 -0.61 -0.84 -0.17
C 0.656481 2.415041 0.244980 1.87 0.91 0.06
C 1.885210 0.643376 -2.035075 -0.50 1.02 0.28
N -1.473429 4.023124 -1.344714 0.05 -0.80 -0.09
N -0.105898 0.277145 -4.690759 -0.49 4.72 4.61
S -0.315366 2.647822 -3.261612 -0.22 0.22 -1.50
C -0.919687 2.905941 -1.628334 -0.30 3.95 -0.83
C -0.035959 0.939735 -3.465265 0.35 -4.68 -4.45
C -1.605043 -0.909245 2.310370 -1.28 1.13 -0.97
C 0.477619 -1.884959 1.859490 0.95 0.21 1.02
C -1.473920 -0.267439 1.121640 -1.29 1.61 -3.47
C -0.629438 -1.731239 2.685117 2.71 -3.15 1.74
C 0.629152 -1.159343 0.681227 4.03 -0.61 0.28
C -0.322762 -0.274125 0.273003 -2.59 -0.08 0.16
C -0.655602 -2.646232 3.916621 0.01 -0.55 -2.18
C 2.107137 -1.373050 0.152433 -2.40 -0.80 -1.00
C -0.561838 2.082880 -0.520651 -0.18 -2.66 2.96
C 0.444386 0.234651 -2.192649 0.10 1.79 0.42
C -0.517100 0.596289 -1.001734 1.65 -0.73 2.03
H -1.649317 4.676887 -2.103480 0.05 -0.28 -0.33
H 0.125853 -0.707899 -4.737084 0.35 -0.10 0.96
H -2.493063 -0.784015 2.857091 -1.06 -0.01 0.71
H 1.417987 -2.412922 2.247123 -1.81 0.44 -0.63
H -2.402470 0.183984 0.587431 1.44 -0.35 1.54
H -1.170754 -3.593513 3.680909 -0.06 0.42 0.00
H -1.103634 -2.228134 4.757724 -0.76 0.83 1.46
H 0.351841 -2.941012 4.120337 0.65 -0.05 0.44
H 2.421792 -2.370753 0.449642 0.16 0.17 0.31
H 2.810320 -0.625039 0.423969 0.40 0.72 0.45
H 2.086842 -1.439780 -0.924040 0.24 0.12 -0.44
H -1.364146 2.214306 0.316057 1.00 -0.48 -1.73
H 0.395961 -0.809181 -2.346633 -0.12 -1.20 -0.13
H -1.526400 0.402709 -1.300017 -0.56 -0.34 -0.70
```
Forces are in eV/Å.

Computed properties:
Frontier orbital gap = 9.137 eV
SMILES string = [H]/N=C1\S/C(=N/[H])[C@@H](C#N)[C@@H](c2ccc(C)cc2C)[C@H]1C#N
Lowest unoccupied orbital energy = -0.23 eV

=====

Density functional theory data (ωB97M-V/def2-TZVPD) for C18H22ClF3N2O5S in the gas phase.

Geometry as XYZ:
```
52
Properties=species:S:1:pos:R:3:forces:R:3
C -2.588016 6.273394 -1.262981 0.28 -0.20 -0.23
C -1.875648 5.880279 -2.548249 -0.53 0.14 -0.02
H -1.501905 6.758336 -3.078046 -0.03 -0.14 0.03
H -2.547247 5.308288 -3.196053 0.14 0.14 0.03
O -0.714455 5.087988 -2.275645 0.26 0.30 0.04
C -0.891514 3.779002 -2.112062 0.44 -0.30 -0.03
O -1.946558 3.211140 -2.214913 -0.19 -0.02 0.02
C 0.417425 3.095660 -1.751747 -0.42 -0.11 0.02
C 0.518782 1.740893 -2.455822 0.21 0.09 0.01
H -0.389235 1.171967 -2.247756 -0.01 -0.04 -0.03
H 0.588982 1.883457 -3.534789 -0.03 -0.03 -0.05
C 1.746266 0.974922 -1.958118 -0.25 -0.03 -0.35
N 1.681155 0.818547 -0.523985 0.15 0.35 0.00
C 1.463133 -0.319688 0.154254 0.05 -0.12 -0.11
O 1.361823 -0.348430 1.369956 -0.12 -0.01 0.10
C 1.375284 -1.614014 -0.660539 0.23 0.07 0.08
N 1.161581 -2.753973 0.194609 1.32 -0.02 0.06
C -0.082114 -2.999935 0.748221 -1.00 -0.41 0.46
C -1.157737 -2.117761 0.605875 0.37 -0.11 -0.03
C -2.391730 -2.410033 1.150148 -0.13 -0.26 0.14
C -2.593411 -3.584995 1.857509 0.39 0.02 -0.14
C -1.531035 -4.476718 2.003177 -0.13 0.11 0.05
C -0.294393 -4.190357 1.448224 -0.29 0.00 0.01
H 0.510031 -4.903018 1.531217 -0.11 -0.11 0.05
C -1.722671 -5.760360 2.767159 -0.08 -0.40 0.32
F -0.602991 -6.490389 2.845961 0.32 0.07 -0.18
F -2.652231 -6.558038 2.217743 -0.08 0.06 -0.22
F -2.108705 -5.545895 4.038227 0.00 0.22 0.06
Cl -4.141718 -3.919890 2.533385 -0.26 0.11 0.01
H -3.210719 -1.718502 1.034353 -0.08 0.07 -0.01
H -1.038646 -1.183772 0.083240 0.01 0.12 -0.06
S 2.565980 -3.344348 0.961325 -0.11 -0.05 0.17
O 2.552820 -4.772446 0.887304 -0.17 -0.15 0.20
O 3.659386 -2.665065 0.334623 0.01 0.42 0.06
C 2.435011 -2.838008 2.685758 -0.09 -0.06 -0.72
H 3.426200 -2.936693 3.109053 0.21 -0.13 -0.03
H 2.107249 -1.805556 2.693081 -0.01 0.07 0.01
H 1.732778 -3.487267 3.189503 -0.11 -0.13 0.07
H 2.336087 -1.785941 -1.149831 -0.23 0.21 -0.19
H 0.581287 -1.571861 -1.409922 0.08 -0.03 0.02
C 1.670408 2.086174 0.179876 -0.23 0.15 0.41
C 0.440325 2.894209 -0.229223 0.29 0.03 -0.08
H -0.460671 2.356134 0.072621 -0.03 0.00 0.04
H 0.450393 3.860376 0.276322 -0.04 0.03 0.05
H 2.584725 2.635250 -0.066326 0.01 -0.02 0.02
H 1.653889 1.874817 1.249745 0.09 0.08 -0.16
H 2.650729 1.548064 -2.193841 0.01 -0.12 -0.03
H 1.820721 0.009123 -2.452162 0.06 0.03 0.01
H 1.243965 3.747339 -2.047051 -0.01 -0.03 0.01
H -1.906493 6.801449 -0.600445 0.02 0.08 0.07
H -2.958426 5.385578 -0.756376 -0.07 -0.04 0.05
H -3.428143 6.920567 -1.496588 -0.11 0.08 0.01
```
Forces are in eV/Å.

Computed properties:
Frontier orbital gap = 9.119 eV
SMILES string = CCOC(=O)C1CCN(C(=O)CN(c2ccc(Cl)c(C(F)(F)F)c2)S(C)(=O)=O)CC1
Lowest unoccupied orbital energy = 0.46 eV

=====

Density functional theory data (ωB97M-V/def2-TZVPD) for a 2-piece molecular cluster, C5H15N3O3S overall.

Geometry as XYZ:
```
27
Properties=species:S:1:pos:R:3:forces:R:3
C -1.731728 2.273660 1.175808 -0.78 -5.56 0.50
C -0.400187 -0.721807 -2.683768 1.65 -1.62 -0.50
C 2.340055 -1.178266 0.568521 2.27 4.57 -1.37
C 0.631916 1.571815 0.807335 -1.44 0.87 -3.44
C 0.384381 -0.135619 -0.512332 1.16 2.28 4.23
N -0.394930 1.887721 1.704804 -0.49 -0.30 -0.03
N 0.002009 0.321067 -1.723565 -2.98 1.18 -1.70
N 1.581247 -0.802176 -0.573970 0.59 -0.28 -1.51
O -0.737772 -0.971726 1.981370 1.33 0.42 -1.61
O -0.638496 -2.655258 0.178484 0.29 0.02 0.64
O -2.187095 -0.819943 0.094232 -0.30 1.24 -1.21
S -0.836846 -1.045968 0.512376 -2.09 -3.04 2.48
H -2.130291 1.465140 0.350354 0.88 2.15 1.90
H -2.501051 2.296107 1.990561 0.89 -0.37 -0.50
H -1.715580 3.204635 0.829766 0.28 3.82 -1.93
H -1.415642 -0.997557 -2.466589 -0.48 -0.43 -0.23
H -0.262695 -0.445388 -3.736451 -0.26 0.47 0.37
H 0.282780 -1.629236 -2.581843 -1.00 1.10 0.19
H 2.765823 -2.059919 0.329631 1.83 -2.97 -0.24
H 3.180747 -0.340267 0.754834 -1.69 -1.95 0.15
H 1.693865 -1.275616 1.338034 -1.61 -0.30 2.96
H 0.928497 2.431470 0.028205 -1.08 -2.00 1.48
H 1.517469 1.207535 1.225028 1.04 -0.54 1.02
H -0.511345 1.130977 2.380625 0.15 0.33 -0.23
H -0.877362 0.860168 -1.554206 1.26 -0.05 -0.40
H -1.111798 -3.191321 0.879867 0.66 1.08 -0.89
H 2.144028 -0.380229 -1.297111 -0.06 -0.09 -0.13
```
Forces are in eV/Å.

Computed properties:
Frontier orbital gap = 8.115 eV
Lowest unoccupied orbital energy = 0.73 eV